# 1
{"formula": "C3H9NSi", "method": "ωB97M-V/def2-TZVPD", "homo_energy_ha": -0.32907, "multiplicity": 1, "e_above_lowest_kcal_mol": 115.44, "e_tot_ev": -12619.257, "gap_ev": 8.66, "species": ["C", "C", "C", "N", "Si", "H", "H", "H", "H", "H", "H", "H", "H", "H"], "positions_angstrom": [[1.907, 0.431, -0.304], [2.237, -0.784, 0.545], [1.526, 0.303, 1.176], [-1.445, 0.867, -0.495], [-2.594, -0.372, 0.011], [2.671, 1.079, -0.543], [1.201, 0.282, -1.066], [1.870, -1.749, 0.397], [3.199, -0.867, 1.012], [-1.566, 1.445, -1.336], [-0.887, 1.338, 0.218], [-4.073, 0.097, -0.437], [-2.123, -0.547, 1.451], [-1.925, -1.523, -0.627]], "forces_ev_per_a": [[-0.004, -2.242, 2.161], [0.743, 1.334, -0.396], [-0.737, 0.629, -0.614], [-0.413, 0.578, -0.107], [1.149, 1.490, -0.289], [1.492, 1.509, -0.384], [-1.190, -0.042, -0.613], [-1.022, -1.291, -0.346], [0.728, 0.114, 0.159], [0.090, -0.458, 0.803], [-0.358, -0.113, -0.420], [1.578, -1.008, 0.762], [-1.038, 0.109, -0.453], [-1.019, -0.607, -0.265]]}


# 2
{"formula": "C4H15NO3", "method": "ωB97M-V/def2-TZVPD", "homo_energy_ha": -0.27924, "multiplicity": 1, "e_above_lowest_kcal_mol": 151.48, "e_tot_ev": -12017.649, "gap_ev": 3.52, "species": ["C", "N", "C", "C", "C", "O", "H", "H", "H", "H", "H", "H", "H", "H", "H", "H", "H", "H", "H", "O", "H", "H", "O"], "positions_angstrom": [[1.003, 1.449, 1.729], [0.640, 2.730, 1.144], [-0.996, -0.579, -0.549], [-1.109, -1.563, 0.498], [-1.747, -2.844, 0.221], [-0.832, -3.599, -0.687], [1.938, 1.053, 1.303], [0.253, 0.700, 1.470], [1.101, 1.523, 2.814], [1.429, 3.358, 1.215], [-1.517, 0.342, -0.267], [-1.436, -0.977, -1.466], [0.042, -0.272, -0.841], [-1.237, -1.137, 1.493], [-1.903, -3.539, 1.045], [-2.674, -2.809, -0.358], [0.024, -3.182, -0.526], [0.018, 2.546, -2.304], [0.386, 2.616, 0.142], [0.152, 2.021, -1.501], [2.693, 0.295, -1.941], [1.481, 1.200, -1.482], [2.291, 0.670, -1.154]], "forces_ev_per_a": [[0.560, 0.058, -0.597], [-0.464, -0.048, 0.158], [0.060, -1.485, -0.502], [-3.126, 2.465, -0.469], [1.757, -3.009, -0.987], [-0.471, 1.186, 0.661], [0.005, -0.052, 0.246], [-0.251, 0.070, 0.253], [-0.110, -0.102, 0.027], [-0.015, 0.042, -0.142], [0.599, 0.440, 0.358], [0.254, -0.043, -0.097], [0.116, 0.705, 0.174], [0.997, -0.425, 0.324], [-0.091, 0.553, 0.461], [-0.085, 0.792, 0.223], [0.315, -0.533, -0.396], [0.060, -0.175, 0.317], [0.281, 0.112, 0.321], [-0.326, -0.487, -0.474], [0.109, 0.000, -0.072], [0.121, 0.290, 0.368], [-0.296, -0.353, -0.154]]}


| no. | strongest force on any atom (Eh/bohr) |
| --- | --- |
| 1 | 0.06056 |
| 2 | 0.07795 |